Record 1
ORCA calculation (wB97M-V/def2-TZVPD) on C4H7NO in the gas phase in a non-equilibrium geometry.

Each line ends with the natural charge from an NBO analysis.
Element x y z (Å)
C 1.205 0.737 1.128  -0.419
N 0.436 -0.111 0.253  -0.428
C 0.172 0.019 -1.194  -0.198
C -1.220 -0.705 -0.924  -0.551
C -0.788 -0.665 0.502  0.680
O -1.530 -0.722 1.456  -0.618
H 1.028 1.800 0.918  0.192
H 0.902 0.527 2.159  0.233
H 2.272 0.527 1.022  0.201
H 0.920 -0.540 -1.796  0.198
H 0.156 1.056 -1.541  0.194
H -2.172 -0.283 -0.471  0.283
H -1.366 -1.643 -1.462  0.234

As for the SMILES: CN1CCC1=O. As for the energy relative to the best compared isomer or geometry (same formula, charge and spin): 2.175 eV. As for the total charge: 0. As for the HOMO energy: -9.5 eV. Its maximum force is 2.91 eV/Å.

=====

Record 2
ORCA calculation (wB97M-V/def2-TZVPD) on a molecular structure, C4H7NO in a non-equilibrium geometry.

Each line ends with the natural charge from an NBO analysis.
Element x y z (Å)
C 0.186 -0.143 -0.983  0.358
C 0.742 1.673 -0.613  -0.129
C 0.239 -0.165 0.425  -0.027
C -0.906 -0.709 1.241  -0.627
N 0.095 -0.926 -1.942  -0.647
O 0.284 1.264 0.700  -0.549
H 1.818 1.869 -0.647  0.181
H 0.151 2.261 -1.368  0.200
H 1.191 -0.701 0.737  0.207
H -1.384 0.177 1.498  0.239
H -0.523 -1.226 2.106  0.216
H -1.727 -1.478 0.728  0.211
H -0.165 -1.898 -1.882  0.368

As for the energy relative to the best compared isomer or geometry (same formula, charge and spin): 4.571 eV. As for the total charge: 0. As for the HOMO energy: -8.8 eV. Its maximum force is 4.23 eV/Å.

=====

Record 3
ORCA calculation (wB97M-V/def2-TZVPD) on C4H7NO in the gas phase in a non-equilibrium geometry.

Each line ends with the natural charge from an NBO analysis.
Element x y z (Å)
C -1.837 -1.200 0.201  -0.652
C -0.951 -0.593 -0.843  -0.083
C 0.337 -0.357 -0.672  -0.138
C 1.115 0.562 -0.192  0.372
N 2.437 0.569 0.189  -0.843
O 0.226 1.757 0.229  -0.747
H -1.979 -2.262 0.002  0.224
H -1.404 -1.082 1.189  0.220
H -2.816 -0.732 0.173  0.220
H -1.370 -0.542 -1.846  0.195
H 2.703 -0.175 0.824  0.392
H 2.812 1.472 0.466  0.380
H 0.727 2.584 0.278  0.459

As for the SMILES: CC=C=C(N)O. As for the energy relative to the best compared isomer or geometry (same formula, charge and spin): 3.456 eV. As for the total charge: 0. As for the HOMO energy: -8.2 eV. Its maximum force is 3.12 eV/Å.

=====

Record 4
ORCA calculation (wB97M-V/def2-TZVPD) on 2 unconnected molecules or ions with the total composition C4H7NO.

Each line ends with the natural charge from an NBO analysis.
Element x y z (Å)
C 2.210 -0.235 0.244  -0.691
C 0.752 -0.114 -0.007  0.659
N 0.173 0.916 -0.595  -0.601
C -1.133 0.579 -0.846  0.133
C -1.312 -0.757 -0.198  -0.271
O -0.001 -1.141 0.314  -0.449
H 2.398 -0.345 1.314  0.250
H 2.719 0.648 -0.142  0.252
H 2.589 -1.131 -0.256  0.249
H -2.490 2.075 0.612  -0.042
H -2.288 1.801 -0.059  0.028
H -1.572 -1.458 -0.994  0.239
H -2.043 -0.837 0.613  0.244

As for the energy relative to the best compared isomer or geometry (same formula, charge and spin): 4.602 eV. As for the total charge: 0. As for the HOMO energy: -8.2 eV. Its maximum force is 0.44 eV/Å.

=====

Record 5
ORCA calculation (wB97M-V/def2-TZVPD) on C4H7NO in the gas phase.

Each line ends with the natural charge from an NBO analysis.
Element x y z (Å)
N 2.848 -0.106 -0.082  -0.814
C 1.652 -0.646 0.145  0.275
O 0.714 0.292 -0.080  -0.530
C -0.565 -0.170 0.287  0.079
C -1.653 -0.238 -0.729  -0.446
C -1.681 0.808 0.369  -0.442
H 3.632 -0.707 0.107  0.398
H 3.026 0.864 -0.338  0.381
H -0.469 -0.959 1.020  0.210
H -1.408 0.097 -1.732  0.224
H -2.326 -1.090 -0.678  0.219
H -2.378 0.696 1.196  0.219
H -1.454 1.832 0.088  0.225

As for the energy relative to the best compared isomer or geometry (same formula, charge and spin): 3.056 eV. As for the total charge: 0. As for the HOMO energy: -8.7 eV. Its maximum force is 0.69 eV/Å.

=====

Record 6
ORCA calculation (wB97M-V/def2-TZVPD) on 3 unconnected molecules or ions with the total composition C4H7NO.

Each line ends with the natural charge from an NBO analysis.
Element x y z (Å)
O 0.522 3.036 0.466  -0.529
C 0.178 1.885 0.633  0.359
C 0.780 0.744 -0.058  -0.161
N 0.429 -0.500 0.320  -0.279
C 0.111 -1.582 -0.390  -0.098
C -0.883 -1.084 0.581  -0.255
H -0.665 1.625 1.310  0.108
H 1.751 0.867 -0.526  0.230
H -0.087 0.278 -1.655  -0.006
H 0.636 -2.489 -0.651  0.237
H -0.195 -0.588 -1.684  -0.006
H -1.745 -0.551 0.167  0.195
H -1.015 -1.489 1.583  0.204

As for the energy relative to the best compared isomer or geometry (same formula, charge and spin): 6.026 eV. As for the total charge: 0. As for the HOMO energy (alpha / beta): -8.6 / -8.6 eV. Its maximum force is 0.41 eV/Å.

=====

Record 7
ORCA calculation (wB97M-V/def2-TZVPD) on C4H7NO in the gas phase.

Each line ends with the natural charge from an NBO analysis.
Element x y z (Å)
O -0.708 -0.772 2.454  -0.575
N -0.254 -1.362 1.276  -0.137
C -0.090 -0.499 0.361  0.228
C -0.227 1.003 0.199  -0.474
C 0.353 0.839 -1.236  -0.393
C 0.396 -0.705 -1.054  -0.445
H -0.775 -1.525 3.058  0.475
H -1.259 1.365 0.241  0.230
H 0.370 1.604 0.894  0.230
H -0.296 1.187 -2.045  0.208
H 1.340 1.292 -1.369  0.208
H -0.309 -1.260 -1.680  0.223
H 1.381 -1.173 -1.134  0.224

As for the SMILES: ON=C1CCC1. As for the energy relative to the best compared isomer or geometry (same formula, charge and spin): 2.937 eV. As for the total charge: 0. As for the HOMO energy: -9.4 eV. Its maximum force is 0.72 eV/Å.

=====

Record 8
ORCA calculation (wB97M-V/def2-TZVPD) on C4H7NO in the gas phase.

Each line ends with the natural charge from an NBO analysis.
Element x y z (Å)
C 1.366 -0.760 -0.952  -0.610
C 0.336 0.183 -0.390  -0.074
C -1.085 -0.181 -0.382  -0.255
N -0.303 -0.232 0.870  -0.463
C -0.712 0.818 1.734  0.553
O -0.916 0.673 2.906  -0.502
H 2.351 -0.604 -0.501  0.219
H 1.450 -0.608 -2.033  0.216
H 1.058 -1.794 -0.768  0.222
H 0.560 1.248 -0.494  0.198
H -1.817 0.619 -0.497  0.200
H -1.412 -1.159 -0.719  0.216
H -0.877 1.796 1.227  0.080

As for the SMILES: C[C@H]1CN1C=O. As for the energy relative to the best compared isomer or geometry (same formula, charge and spin): 1.962 eV. As for the total charge: 0. As for the HOMO energy: -10.1 eV. Its maximum force is 0.56 eV/Å.

=====

Record 9
ORCA calculation (wB97M-V/def2-TZVPD) on C4H7NO in the gas phase in a non-equilibrium geometry.

Each line ends with the natural charge from an NBO analysis.
Element x y z (Å)
C -1.380 -0.782 0.354  -0.615
C -0.331 -0.040 -0.477  -0.111
C 0.305 1.234 0.054  -0.096
O 1.588 0.771 0.623  -0.499
C 1.780 -0.408 -0.036  0.374
N 0.831 -0.912 -0.712  -0.473
H -1.685 -1.675 -0.203  0.226
H -2.268 -0.161 0.514  0.207
H -1.005 -1.122 1.325  0.212
H -0.810 0.309 -1.390  0.199
H -0.394 1.803 0.690  0.204
H 0.613 1.869 -0.783  0.182
H 2.758 -0.886 0.041  0.192

As for the SMILES: C[C@H]1COC=N1. As for the energy relative to the best compared isomer or geometry (same formula, charge and spin): 1.287 eV. As for the total charge: 0. As for the HOMO energy: -9.7 eV. Its maximum force is 1.08 eV/Å.

=====

Record 10
ORCA calculation (wB97M-V/def2-TZVPD) on C4H7NO in the gas phase in a non-equilibrium geometry.

Each line ends with the natural charge from an NBO analysis.
Element x y z (Å)
C -0.415 1.301 0.140  -0.579
C -0.496 -0.084 -0.514  -0.357
C -1.559 -0.994 -0.070  0.277
N -2.210 -1.879 0.296  -0.323
C 0.843 -0.912 0.030  -0.030
O 2.034 -0.189 -0.045  -0.691
H -0.707 2.147 -0.484  0.232
H -0.904 1.337 1.114  0.232
H 0.662 1.521 0.325  0.165
H -0.608 0.027 -1.611  0.251
H 0.946 -1.839 -0.543  0.200
H 0.601 -1.149 1.081  0.167
H 1.812 0.711 0.282  0.455

As for the SMILES: C[C@H](C#N)CO. As for the energy relative to the best compared isomer or geometry (same formula, charge and spin): 1.777 eV. As for the total charge: 0. As for the HOMO energy: -10.8 eV. Its maximum force is 1.45 eV/Å.

=====

Record 11
ORCA calculation (wB97M-V/def2-TZVPD) on C4H7NO in the gas phase in a non-equilibrium geometry.

Each line ends with the natural charge from an NBO analysis.
Element x y z (Å)
C -1.929 -0.205 0.011  -0.303
N -1.167 0.913 0.466  -0.572
C -0.559 0.193 -0.616  -0.096
C 0.760 -0.506 -0.314  0.028
C 1.828 0.254 0.357  -0.108
O 1.068 -0.725 1.059  -0.495
H -1.520 -1.208 0.066  0.211
H -2.784 0.014 -0.616  0.202
H -0.686 0.673 1.326  0.367
H -0.595 0.630 -1.603  0.198
H 1.070 -1.320 -0.975  0.192
H 2.876 0.000 0.188  0.187
H 1.638 1.287 0.650  0.188

As for the SMILES: C1N[C@H]1[C@H]1CO1. As for the energy relative to the best compared isomer or geometry (same formula, charge and spin): 4.003 eV. As for the total charge: 0. As for the HOMO energy: -9.4 eV. Its maximum force is 2.90 eV/Å.

=====

Record 12
ORCA calculation (wB97M-V/def2-TZVPD) on C4H7NO in the gas phase in a non-equilibrium geometry.

Each line ends with the natural charge from an NBO analysis.
Element x y z (Å)
C 1.679 -0.607 -0.175  -0.667
C 0.854 0.416 -0.143  0.590
O 1.323 1.552 0.135  -0.589
N -0.312 0.213 -0.680  -0.417
C -1.199 -0.495 0.293  -0.265
C -1.449 0.880 -0.186  -0.248
H 2.616 -0.336 0.220  0.251
H 1.264 -1.434 0.648  0.223
H 1.586 -1.119 -1.292  0.257
H -2.105 -1.226 0.206  0.240
H -0.569 -0.442 1.357  0.194
H -2.334 0.802 -0.817  0.202
H -1.353 1.796 0.435  0.228

As for the SMILES: CC(=O)N1CC1. As for the energy relative to the best compared isomer or geometry (same formula, charge and spin): 4.457 eV. As for the total charge: 0. As for the HOMO energy: -9.7 eV. Its maximum force is 10.56 eV/Å.